1.
Here is the molecule C7H10O from OMol25. Energies are from wB97M-V/def2-TZVPD.

Calculated values
E_HOMO (Ha): -0.3171
Energy above the lowest of the compared OMol25 structures with the same formula, charge and spin (kcal/mol): 116.3
Frontier orbital gap (Ha): 0.347

```
! RIJCOSX wB97M-V def2-TZVPD def2/J DEFGRID3
* xyz 0 1
C -0.14437 0.60019 -0.65759
C -0.68809 -0.64169 -0.15269
C 1.04863 1.22456 0.14416
C -1.53581 1.32795 -0.11821
C -1.75018 -0.10362 0.41998
C 2.32693 0.59911 -0.46054
C -0.04609 -2.00923 -0.19146
O 2.60317 -0.51804 0.20967
H 0.03970 0.62521 -1.79078
H 1.07802 2.28139 -0.07857
H 0.94699 1.06150 1.24011
H -2.29744 1.79838 -0.76552
H -1.25573 2.07078 0.73531
H -2.59770 -0.56473 0.99457
H 0.70709 -1.83086 -1.00428
H -0.74513 -2.76790 -0.30527
H 0.36015 -2.42796 0.79243
H 1.94986 -0.72503 0.98867
*
```



2.
Here is the molecule C7H10O from OMol25. Energies are from wB97M-V/def2-TZVPD.

Calculated values
E_HOMO (Ha): -0.2956
SMILES: CC1=C(CO)CC=C1
Energy above the lowest of the compared OMol25 structures with the same formula, charge and spin (kcal/mol): 61.3
Frontier orbital gap (Ha): 0.321

```
! RIJCOSX wB97M-V def2-TZVPD def2/J DEFGRID3
* xyz 0 1
C -0.99473 -1.99965 -0.17932
C -0.77678 -0.43247 -0.01164
C 0.35960 0.34119 -0.26317
C 1.66046 0.01097 -1.02115
O 2.09377 -1.25665 -0.76615
C 0.16198 1.77828 0.38679
C -1.24376 1.67465 0.93115
C -1.73618 0.42754 0.70925
H -2.01149 -2.28550 -0.59806
H -0.79147 -2.40520 0.90196
H -0.15943 -2.51693 -0.78082
H 2.35442 0.75016 -0.51988
H 1.59467 0.08056 -2.10168
H 2.60778 -1.36944 0.22880
H 0.91706 1.97939 1.16707
H 0.45625 2.55210 -0.35207
H -1.79594 2.65681 1.23016
H -2.69621 0.01419 1.03878
*
```